Record 1
# C20H22ClN3O4S

An isolated molecule of C20H22ClN3O4S (ωB97M-V/def2-TZVPD, OMol25).

XYZ file:
```
51
Properties=species:S:1:pos:R:3:mulliken_charge:R:1
C -5.698 -3.249 2.297 -0.8155
H -6.123 -4.235 2.481 0.2305
O -6.192 -2.850 1.042 -0.4416
C -5.811 -1.635 0.551 0.6780
C -4.968 -0.742 1.194 -0.5262
C -4.645 0.473 0.603 -0.3279
C -5.158 0.808 -0.638 0.4671
C -6.006 -0.091 -1.286 -0.7055
C -6.327 -1.293 -0.701 -0.5019
H -6.980 -1.994 -1.196 0.4067
H -6.399 0.179 -2.253 0.4124
O -4.924 1.987 -1.304 -0.4198
C -4.028 2.900 -0.746 -0.7332
C -2.594 2.369 -0.704 0.6329
O -2.244 1.364 -1.286 -0.7550
N -1.759 3.150 0.040 -0.2018
C -0.386 2.988 0.277 0.2637
N 0.172 1.917 -0.295 -0.0707
C 1.479 1.440 -0.293 1.3136
C 1.732 0.296 -1.049 -1.6390
C 2.993 -0.256 -1.092 -0.0747
C 4.074 0.299 -0.392 0.8117
C 3.801 1.477 0.325 -0.0429
C 2.538 2.029 0.391 -0.8555
H 2.390 2.932 0.958 0.3793
Cl 5.071 2.359 1.109 -0.2334
N 5.354 -0.220 -0.464 -0.0479
C 5.738 -1.098 -1.550 -1.0442
H 5.162 -0.864 -2.444 0.5031
C 5.595 -2.578 -1.169 -0.3791
O 6.328 -2.864 0.001 -0.4046
C 5.910 -2.044 1.069 -0.6070
C 6.088 -0.555 0.742 -0.6685
H 5.739 0.040 1.583 0.4396
H 7.149 -0.347 0.569 0.2822
H 6.524 -2.325 1.926 0.3704
H 4.850 -2.242 1.300 0.3236
H 6.004 -3.220 -1.950 0.3608
H 4.535 -2.831 -1.010 0.2997
H 6.797 -0.901 -1.756 0.3660
H 3.140 -1.149 -1.678 0.3023
H 0.927 -0.170 -1.599 0.3639
H -0.484 1.352 -0.847 0.2067
S 0.306 4.145 1.225 -0.4848
H -2.129 3.981 0.486 0.3175
H -4.051 3.771 -1.411 0.4317
H -4.342 3.218 0.260 0.4454
H -3.979 1.134 1.137 0.3390
H -4.545 -0.968 2.160 0.3728
H -4.606 -3.322 2.295 0.3317
H -6.016 -2.566 3.091 0.3286
```

Results
**Net charge**: 0
**Kohn-Sham gap**: 7.903 eV
**LUMO energy**: 0.25 eV
**Energy above the lowest of the compared OMol25 structures with the same formula, charge and spin**: 130.04 kJ/mol
**Strongest force on any atom**: 1.1 eV Å⁻¹
**Structure (SMILES)**: COc1ccc(OCC(=O)NC(=S)Nc2ccc(N3CCOCC3)c(Cl)c2)cc1



Record 2
# C11H18Cl2N2Pm

A structure of composition C11H18Cl2N2Pm (ωB97M-V/def2-TZVPD, OMol25).

XYZ file:
```
34
Properties=species:S:1:pos:R:3:mulliken_charge:R:1
Pm -1.042 -0.019 0.817 0.7558
Cl -3.242 0.508 -0.396 -0.6652
Cl -0.876 1.124 3.164 -0.6806
C -1.452 -1.621 1.966 -0.8465
H -0.782 -1.983 2.755 0.3033
H -2.354 -2.236 1.835 0.1760
C 0.753 -1.497 0.109 -1.0192
C -0.426 -2.097 0.413 0.4551
H 1.365 -1.097 0.937 0.3994
C -1.387 -2.495 -0.771 -0.3834
H -0.212 -3.063 0.890 0.3665
C -0.539 -3.276 -1.788 -0.8059
H -2.198 -3.117 -0.372 0.2796
H -1.862 -1.605 -1.225 0.1894
C 0.660 -2.469 -2.288 -0.5738
H -0.176 -4.190 -1.297 0.3467
H -1.157 -3.599 -2.633 0.3834
C 1.415 -1.615 -1.235 -0.6679
H 1.376 -3.158 -2.750 0.2470
H 0.321 -1.801 -3.088 0.2698
H 2.423 -2.037 -1.099 0.3527
H 1.580 -0.609 -1.656 0.1102
C 2.072 2.568 1.483 -0.9648
C 0.889 3.102 0.780 0.3766
N -0.161 2.456 0.260 -0.1056
C -1.019 3.440 -0.261 -0.4004
C -0.460 4.679 -0.049 -0.5410
N 0.743 4.437 0.609 -0.0609
H 2.979 3.035 1.072 0.3914
H 2.002 2.797 2.557 0.2752
H 2.119 1.481 1.348 0.0574
H -1.952 3.167 -0.715 0.3997
H -0.809 5.660 -0.299 0.3885
H 1.411 5.129 0.929 0.1913
```

Results
**Net charge**: -1
**Kohn-Sham gap (spin up / spin down)**: 5.194 / 5.220 eV
**LUMO energy (spin up / spin down)**: 2.79 / 2.79 eV
**Energy above the lowest of the compared OMol25 structures with the same formula, charge and spin**: 102.12 kJ/mol
**Strongest force on any atom**: 8.9 eV Å⁻¹
**Spin multiplicity**: 5



Record 3
# C18H40NNiO9P3STe

A structure of composition C18H40NNiO9P3STe (ωB97M-V/def2-TZVPD, OMol25).

XYZ file:
```
74
Properties=species:S:1:pos:R:3:mulliken_charge:R:1
Ni -1.638 -0.536 0.793 1.1685
C 3.864 0.401 2.968 -1.5793
C 2.486 0.971 2.733 0.6022
C 1.434 0.378 3.630 -1.3499
O 2.192 0.689 1.311 0.2967
P 1.069 1.400 0.486 0.1311
O -0.339 1.154 0.867 -0.6762
C 1.409 0.816 -1.188 -0.7214
P 0.632 -0.740 -1.640 0.7108
O -0.714 -0.929 -1.052 -1.1853
O 1.729 -1.798 -1.269 -0.1318
C 1.421 -3.242 -1.150 0.7684
C 2.532 -3.957 -1.880 -1.4743
C 1.327 -3.592 0.310 -1.3649
O 0.501 -0.725 -3.207 -0.4181
C 1.642 -0.849 -4.107 0.8454
C 1.314 -1.961 -5.075 -1.5968
C 1.857 0.488 -4.781 -1.3083
O 1.332 2.947 0.522 -0.4096
C 2.448 3.766 0.064 0.4762
C 3.801 3.141 0.327 -1.1175
C 2.238 4.149 -1.387 -1.4529
H 4.180 0.623 3.987 0.4208
H 4.597 0.815 2.276 0.3686
H 3.843 -0.682 2.845 0.3204
H 2.499 2.060 2.829 0.3988
H 1.394 -0.704 3.521 0.2115
H 0.440 0.769 3.422 0.2710
H 1.689 0.614 4.665 0.4659
H 2.486 0.724 -1.343 0.3807
H 1.007 1.567 -1.870 0.6564
H 0.463 -3.409 -1.651 0.3884
H 3.493 -3.732 -1.417 0.3036
H 2.573 -3.667 -2.930 0.2934
H 2.371 -5.034 -1.827 0.4250
H 2.260 -3.334 0.815 0.2702
H 1.166 -4.667 0.415 0.4479
H 0.508 -3.082 0.810 0.1751
H 2.515 -1.124 -3.510 0.3311
H 0.404 -1.721 -5.627 0.3687
H 1.158 -2.903 -4.551 0.3249
H 2.131 -2.091 -5.786 0.3957
H 0.935 0.813 -5.264 0.3230
H 2.634 0.401 -5.541 0.4314
H 2.167 1.255 -4.071 0.1741
H 2.345 4.658 0.682 0.4061
H 3.935 2.202 -0.213 0.1759
H 3.960 2.954 1.386 0.2282
H 4.572 3.832 -0.016 0.5116
H 2.486 3.328 -2.062 0.2452
H 2.889 4.986 -1.640 0.4712
H 1.207 4.452 -1.559 0.3528
S -1.192 -2.405 4.956 -0.4443
C -1.065 -1.864 3.428 0.4649
N -0.911 -1.506 2.323 -0.4737
C -6.095 -2.114 3.693 -1.0674
C -6.344 -1.132 2.576 -0.3241
O -5.228 -0.222 2.502 -0.3752
P -4.317 -0.141 1.207 0.6966
O -3.092 0.681 1.571 -0.6089
Te -3.712 -2.225 0.277 -0.2281
O -5.190 0.633 0.115 -0.2594
C -5.180 2.077 0.088 -0.2690
C -4.073 2.591 -0.803 -0.7733
H -6.954 -2.777 3.806 0.3740
H -5.933 -1.590 4.634 0.2872
H -5.211 -2.715 3.481 0.2504
H -7.229 -0.520 2.752 0.2986
H -6.470 -1.643 1.618 0.3871
H -5.087 2.464 1.104 0.2869
H -6.161 2.358 -0.297 0.3378
H -3.098 2.390 -0.362 0.0096
H -4.178 3.670 -0.937 0.4108
H -4.126 2.114 -1.782 0.2689
```

Results
**Net charge**: 0
**Kohn-Sham gap (spin up / spin down)**: 7.145 / 7.214 eV
**LUMO energy (spin up / spin down)**: 0.14 / 0.14 eV
**Strongest force on any atom**: 0.5 eV Å⁻¹
**Spin multiplicity**: 3



Record 4
# C43H38BrF4N2O2PPt

A structure of composition C43H38BrF4N2O2PPt (ωB97M-V/def2-TZVPD, OMol25).

XYZ file:
```
92
Properties=species:S:1:pos:R:3:mulliken_charge:R:1
Pt -0.601 0.511 -0.311 1.8519
F -2.785 7.142 -0.203 -0.3047
C -1.974 6.089 -0.273 0.6812
C -0.602 6.235 -0.154 0.2268
F -0.090 7.451 0.027 -0.3032
C 0.231 5.129 -0.232 0.0011
F 1.538 5.430 -0.138 -0.4500
C -0.217 3.823 -0.408 -1.3884
P 1.043 2.126 -0.595 -0.1177
C 1.915 2.834 0.854 0.9052
C 3.231 3.279 0.772 0.2142
C 3.855 3.807 1.891 -0.9550
C 3.182 3.872 3.103 -0.8685
C 1.874 3.418 3.190 -0.8240
C 1.240 2.914 2.063 -0.1106
C 1.406 2.714 -2.286 1.9346
C 2.124 3.866 -2.589 -0.3603
C 2.376 4.199 -3.912 -0.8357
C 1.910 3.395 -4.943 -0.7354
C 1.194 2.245 -4.645 -0.6764
C 0.948 1.903 -3.323 -0.7520
C -1.584 3.762 -0.526 0.8855
Br -2.398 2.048 -0.800 -0.2650
C -2.471 4.818 -0.471 0.2530
F -3.789 4.635 -0.604 -0.3318
H 3.773 3.209 -0.163 0.2439
H 4.876 4.160 1.817 0.4564
H 3.676 4.275 3.978 0.3955
H 1.346 3.453 4.135 0.4491
H 0.215 2.566 2.131 0.2626
H 2.498 4.503 -1.800 0.2790
H 2.942 5.094 -4.137 0.4271
H 2.107 3.662 -5.973 0.3955
H 0.829 1.609 -5.441 0.4448
H 0.406 0.993 -3.089 0.1474
C -4.547 -3.112 -1.210 -1.2222
C -4.220 -1.619 -1.283 -0.7990
C -4.389 -0.914 0.042 1.1127
C -5.667 -0.572 0.477 -0.6087
C -5.859 0.107 1.665 -1.0345
C -4.764 0.462 2.440 -0.9083
C -3.473 0.135 2.049 0.9004
C -2.298 0.515 2.913 0.6891
C -1.770 -0.644 3.759 -1.3015
C -3.303 -0.569 0.850 -1.0160
N -1.978 -0.876 0.412 0.6153
C -1.496 -2.076 0.545 0.4387
C -0.201 -2.314 0.069 -0.7455
C 0.526 -3.474 -0.213 -1.0910
C 1.622 -3.071 -0.958 -1.3357
C 1.537 -1.680 -1.094 0.1038
N 0.466 -1.208 -0.452 0.1709
H -4.468 -3.576 -2.194 0.4017
H -5.562 -3.269 -0.840 0.3494
H -3.868 -3.636 -0.536 0.2581
H -4.886 -1.146 -2.009 0.6004
H -3.204 -1.483 -1.656 0.0497
H -6.519 -0.830 -0.143 0.4825
H -6.858 0.374 1.984 0.4055
H -4.908 1.007 3.365 0.4613
H -2.601 1.336 3.566 0.6785
H -1.488 0.898 2.285 -1.0889
H -2.551 -1.031 4.415 0.3255
H -0.931 -0.320 4.376 0.4288
H -1.417 -1.463 3.132 0.2350
H -2.106 -2.857 0.992 0.6906
H 0.246 -4.479 0.062 0.5245
H 2.405 -3.689 -1.365 0.4688
H 2.204 -1.028 -1.624 0.2383
C 8.932 -0.040 -0.578 -1.5337
C 7.445 0.108 -0.419 0.4889
C 6.617 0.248 -1.520 -1.2403
C 5.234 0.367 -1.407 0.6909
C 4.488 0.560 -2.708 -1.1233
C 4.654 0.314 -0.123 0.3230
C 5.484 0.183 1.012 1.0938
C 4.973 0.171 2.431 -1.3321
C 6.858 0.092 0.836 -1.1025
C 3.173 0.431 0.102 0.3859
O 2.525 1.065 -0.874 0.1263
O 2.632 0.098 1.132 -0.6961
H 9.265 0.319 -1.551 0.3686
H 9.225 -1.089 -0.491 0.2964
H 9.468 0.513 0.194 0.3848
H 7.058 0.272 -2.511 0.3397
H 5.169 0.381 -3.541 0.4713
H 4.104 1.579 -2.791 0.0375
H 3.629 -0.093 -2.828 0.2592
H 4.319 1.021 2.629 0.1641
H 5.818 0.210 3.119 0.3961
H 4.385 -0.721 2.636 0.2106
H 7.489 0.006 1.714 0.3364
```

Results
**Net charge**: 0
**Kohn-Sham gap**: 7.847 eV
**LUMO energy**: -0.25 eV
**Energy above the lowest of the compared OMol25 structures with the same formula, charge and spin**: 70.67 kJ/mol
**Strongest force on any atom**: 0.7 eV Å⁻¹